15
Properties=species:S:1:pos:R:3:forces:R:3 method="wB97M-V/def2-TZVPD" homo_lumo_gap_ev="7.4 / 7.4" e_tot_ha=-453.20337 spin_multiplicity=3 e_homo_ev="-11.58 / -14.87" largest_force_ev_per_a=2.02 charge=+1
C -0.983316 0.887216 0.126209 -1.54 -1.16 0.31
C 0.380507 0.409645 -0.152103 1.11 1.35 -0.22
C 0.532361 -1.985060 0.211340 -0.30 -1.17 0.24
N -2.116991 0.021986 0.022124 1.36 1.45 -0.39
N 1.362474 1.540194 -0.266091 -0.41 -0.38 -0.33
O -1.950427 -1.033412 -0.551853 0.06 -0.87 -0.48
O -3.149385 0.433595 0.481255 -0.99 0.41 0.63
O 1.012188 -0.714890 -0.233656 0.49 -0.24 -0.11
H -1.189316 1.925743 0.298018 -0.17 0.21 0.20
H 1.389538 -2.650122 0.120218 -0.10 0.13 0.08
H -0.295480 -2.333794 -0.407862 0.35 0.16 0.06
H 0.203400 -1.922082 1.249211 0.06 0.07 -0.03
H 1.148222 2.288017 0.410510 0.25 -0.12 -0.14
H 2.316650 1.182324 -0.094029 -0.35 0.11 -0.03
H 1.339577 1.950646 -1.213295 0.17 0.06 0.22